DFT (ωB97M-V/def2-TZVPD) results for a 2-piece molecular cluster, C25H34NOSi overall at a distorted geometry.

Atoms and positions in Å:
1 C -1.2989 -1.9809 2.7188
2 C -2.4766 -1.2662 2.0547
3 C -3.7846 -2.0040 2.3718
4 C -2.5780 0.1741 2.5758
5 Si -2.1557 -1.2591 0.1598
6 C -0.5610 -0.3689 -0.1939
7 C -2.2463 -2.9864 -0.4936
8 O -3.4611 -0.3518 -0.4582
9 C -3.3019 0.7259 -1.2903
10 C -3.8893 1.9972 -0.7709
11 C -2.7331 0.5980 -2.5106
12 H -0.3455 -1.4752 2.5210
13 H -1.4477 -1.9980 3.8085
14 H -1.2050 -3.0203 2.3784
15 H -4.6500 -1.5120 1.9087
16 H -3.7651 -3.0495 2.0404
17 H -3.9419 -1.9992 3.4612
18 H -3.4409 0.7037 2.1482
19 H -2.7143 0.1489 3.6681
20 H -1.6735 0.7607 2.3679
21 H 0.2763 -0.8857 0.2970
22 H -0.3640 -0.3590 -1.2751
23 H -0.5687 0.6753 0.1529
24 H -1.4195 -3.5872 -0.0858
25 H -3.1935 -3.4852 -0.2480
26 H -2.1457 -2.9789 -1.5875
27 H -3.6546 2.8029 -1.4767
28 H -4.9852 1.9134 -0.6908
29 H -3.4837 2.2695 0.2197
30 H -2.6641 1.4924 -3.1253
31 H -2.4129 -0.3676 -2.9028
32 C 0.4832 5.7341 -2.3928
33 N 0.6152 4.6174 -3.3082
34 C 0.6109 3.3116 -2.9398
35 C 0.8425 2.4972 -4.0821
36 C 1.0038 1.1151 -4.0712
37 C 1.1301 0.2832 -5.2356
38 C 0.2934 0.4407 -6.3722
39 C 0.4987 -0.3171 -7.5223
40 C 1.5414 -1.2537 -7.5733
41 C 2.3454 -1.4654 -6.4440
42 C 2.1226 -0.7371 -5.2800
43 C 1.0016 3.4303 -5.2135
44 C 1.3904 3.3162 -6.5411
45 C 1.4646 4.4732 -7.3401
46 C 1.2567 5.7488 -6.7943
47 C 0.9573 5.8972 -5.4296
48 C 0.8223 4.7340 -4.6853
49 H 0.5572 6.6713 -2.9487
50 H -0.4855 5.6908 -1.8774
51 H 1.2787 5.6992 -1.6353
52 H 0.4790 3.0084 -1.9062
53 H 1.1579 0.6573 -3.0917
54 H -0.5194 1.1744 -6.3359
55 H -0.1463 -0.1693 -8.3918
56 H 1.7229 -1.8210 -8.4879
57 H 3.1555 -2.1979 -6.4764
58 H 2.7415 -0.8954 -4.3940
59 H 1.6362 2.3394 -6.9553
60 H 1.6967 4.3797 -8.4015
61 H 1.3377 6.6349 -7.4230
62 H 0.8280 6.8715 -4.9546

The value obtained for the electronic energy is -37886.984 eV. As for the LUMO energy: -5.0 eV. Its total charge is +1. The calculation puts the relative energy (zero: lowest compared OMol25 entry of this formula, charge and spin) at 0.000 eV. The frontier orbital gap is 5.88 eV.